(i)
This record from OMol25 describes an isolated ion of composition C6H10N3O and charge +1. The level of theory is ωB97M-V/def2-TZVPD.

Each atom is followed by the atoms it is bonded to, with distances in Å.
Cartesian coordinates (Å):
1 O 1.72759 -0.71508 1.42750  C5 1.421, H15 0.930
2 N -1.00756 1.01836 -0.04570  N3 1.314, C7 1.298, H12 1.033
3 N -2.31446 1.14191 -0.10904  N2 1.314, C6 1.299
4 N 1.65306 1.50647 0.50605  C5 1.441, H13 1.005, H17 0.996
5 C 1.37586 0.10470 0.32147  O1 1.421, N4 1.441, C7 1.734, C8 1.549
6 C -3.05926 0.08692 0.02723  N3 1.299, C9 1.412, H14 1.028
7 C -0.33777 -0.07952 0.12652  N2 1.298, C5 1.734, C10 1.428
8 C 1.77795 -0.29996 -1.11819  C5 1.549, H16 1.127, H18 1.157, H19 1.014
9 C -2.45174 -1.18700 0.06646  C6 1.412, C10 1.368, H20 1.009
10 C -1.08778 -1.29129 0.03342  C7 1.428, C9 1.368, H11 1.001
11 H -0.68308 -2.20340 -0.04716  C10 1.001
12 H -0.67795 1.99699 -0.08025  N2 1.033
13 H 1.31458 1.77808 1.41294  N4 1.005
14 H -4.08654 0.11414 0.03503  C6 1.028
15 H 2.64634 -0.66117 1.56390  O1 0.930
16 H 2.82059 0.00559 -1.41731  C8 1.127
17 H 2.54901 1.85930 0.25138  N4 0.996
18 H 1.03239 0.15592 -1.87675  C8 1.157
19 H 1.83268 -1.31272 -1.12294  C8 1.014
20 H -3.02390 -2.01825 0.04543  C9 1.009

Values from the calculation:
Gap between HOMO and LUMO ... 9.542 eV
LUMO energy ... -0.1703 Ha
HOMO energy ... -14.18 eV
2S+1 ... 1
Structure (SMILES) ... C[C@](N)(O)c1cccn[nH+]1
Net charge ... +1


(ii)
This record from OMol25 describes an isolated ion of composition C6H10N3O and charge +1. The level of theory is ωB97M-V/def2-TZVPD.

Each atom is followed by the atoms it is bonded to, with distances in Å.
Cartesian coordinates (Å):
1 O -2.89951 -1.40291 0.44411  C9 1.205
2 N -0.24789 -1.50177 -2.69629  C8 1.140
3 N 0.86355 0.50305 0.34220  C5 1.338, C7 1.466, C10 1.459
4 N -0.51771 -1.20534 1.31127  C5 1.328, H16 1.002, H17 1.008
5 C -0.22567 -0.27012 0.41545  N3 1.338, N4 1.328, C6 1.497
6 C -1.22957 -0.11375 -0.68385  C5 1.497, C8 1.495, C9 1.552, H12 1.040
7 C 1.31261 1.38807 -0.73662  N3 1.466, H15 1.030, H18 1.123, H20 1.119
8 C -0.65406 -0.90050 -1.81710  N2 1.140, C6 1.495
9 C -2.63271 -0.76087 -0.53948  O1 1.205, C6 1.552, H19 1.102
10 C 1.77421 0.51163 1.48200  N3 1.459, H11 1.046, H13 1.050, H14 1.028
11 H 2.02256 -0.43450 1.85354  C10 1.046
12 H -1.29046 0.80700 -1.16346  C6 1.040
13 H 2.65059 1.00041 1.17148  C10 1.050
14 H 1.29786 1.20587 2.07127  C10 1.028
15 H 2.30280 1.30174 -1.00718  C7 1.030
16 H -1.25981 -1.86267 1.16794  N4 1.002
17 H 0.09137 -1.25783 2.11230  N4 1.008
18 H 0.76960 0.93549 -1.60954  C7 1.123
19 H -3.15833 -0.41171 -1.44279  C9 1.102
20 H 1.03057 2.46872 -0.67524  C7 1.119

Values from the calculation:
Gap between HOMO and LUMO ... 10.996 eV
LUMO energy ... -0.1423 Ha
HOMO energy ... -14.87 eV
2S+1 ... 1
Structure (SMILES) ... CN(C)C(=[NH2+])[C@@H](C#N)C=O
Net charge ... +1


Computed relative energies in units of kJ/mol: (i) 0.0; (ii) 19.5


(i)
This record from OMol25 describes one molecule with the formula C23H26N4O3S. The level of theory is ωB97M-V/def2-TZVPD.

Each atom is followed by the atoms it is bonded to, with distances in Å.
Cartesian coordinates (Å):
1 S 5.16195 2.19834 1.23278  C23 1.673
2 O 2.62753 -2.02304 0.63398  C18 1.248
3 O 0.24752 1.88969 1.77622  C10 1.240
4 O -0.98777 -2.73353 -1.94311  C21 1.230
5 N -5.17680 0.97786 1.54567  C9 1.410, C15 1.453, C27 1.454
6 N 2.49519 1.94052 1.25034  C10 1.441, C17 1.472, C23 1.383
7 N 3.68037 -0.06022 1.21236  C18 1.417, C19 1.454, C23 1.388
8 N 1.58456 -1.34877 -2.00591  C11 1.381, C22 1.357, C26 1.565
9 C -3.86621 0.52226 1.29436  N5 1.410, C20 1.394, C30 1.411
10 C 1.22108 1.27104 1.32089  O3 1.240, N6 1.441, C29 1.447
11 C 2.50559 -0.52628 -2.62460  N8 1.381, C25 1.402, H36 1.089
12 C 3.21194 -3.11683 -2.04028  C22 1.388, C31 1.394, H46 1.099
13 C -1.30089 -0.45125 0.70154  C14 1.374, C24 1.406, C28 1.554
14 C -1.84901 0.57473 -0.03054  C13 1.374, C20 1.382, H54 1.094
15 C -6.20780 0.70176 0.56014  N5 1.453, H37 1.115, H38 1.108, H48 1.107
16 C -1.93374 -0.69403 -2.74837  C21 1.517, H39 1.100, H43 1.087, H45 1.101
17 C 2.53089 3.40129 1.43033  N6 1.472, H47 1.087, H51 1.093, H55 1.095
18 C 2.52238 -0.80241 0.87168  O2 1.248, N7 1.417, C29 1.444
19 C 4.92845 -0.80403 1.17096  N7 1.454, H40 1.098, H41 1.098, H53 1.096
20 C -3.13619 1.01327 0.21318  C9 1.394, C14 1.382, H52 1.078
21 C -0.88631 -1.51003 -2.01423  O4 1.230, C16 1.517, C26 1.548
22 C 1.90083 -2.66800 -1.95968  N8 1.357, C12 1.388, H35 1.078
23 C 3.73440 1.32693 1.22289  S1 1.673, N6 1.383, N7 1.388
24 C -2.00607 -0.99113 1.79132  C13 1.406, C30 1.388, H42 1.088
25 C 3.83986 -0.92179 -2.79168  C11 1.402, C31 1.402, H56 1.109
26 C 0.29424 -0.78606 -1.32152  N8 1.565, C21 1.548, C28 1.581, H50 1.085
27 C -5.41267 2.19933 2.29798  N5 1.454, H34 1.108, H49 1.109, H57 1.118
28 C 0.12957 -0.85624 0.24910  C13 1.554, C26 1.581, C29 1.491, H33 1.113
29 C 1.26239 -0.09787 0.85382  C10 1.447, C18 1.444, C28 1.491
30 C -3.25811 -0.47208 2.08927  C9 1.411, C24 1.388, H44 1.081
31 C 4.20751 -2.22909 -2.44520  C12 1.394, C25 1.402, H32 1.090
32 H 5.25235 -2.53785 -2.47114  C31 1.090
33 H 0.32484 -1.95126 0.21206  C28 1.113
34 H -4.61666 2.35497 3.05320  C27 1.108
35 H 1.09045 -3.32935 -1.69695  C22 1.078
36 H 2.18275 0.47842 -2.89331  C11 1.089
37 H -6.24847 1.50198 -0.21593  C15 1.115
38 H -6.01040 -0.27098 0.06877  C15 1.108
39 H -2.92935 -1.06229 -2.46035  C16 1.100
40 H 4.94240 -1.59346 1.93439  C19 1.098
41 H 5.11361 -1.26662 0.19240  C19 1.098
42 H -1.56276 -1.79325 2.37793  C24 1.088
43 H -1.91574 0.37362 -2.54336  C16 1.087
44 H -3.81052 -0.84489 2.94024  C30 1.081
45 H -1.88087 -0.79251 -3.84323  C16 1.101
46 H 3.45204 -4.14434 -1.73445  C12 1.099
47 H 1.53278 3.81822 1.53529  C17 1.087
48 H -7.19209 0.66943 1.06593  C15 1.107
49 H -6.39892 2.12548 2.80067  C27 1.109
50 H 0.35592 0.26398 -1.58885  C26 1.085
51 H 3.04423 3.84802 0.57563  C17 1.093
52 H -3.57777 1.73269 -0.45663  C20 1.078
53 H 5.74058 -0.09668 1.37636  C19 1.096
54 H -1.22997 1.05866 -0.79145  C14 1.094
55 H 3.13409 3.64057 2.31194  C17 1.095
56 H 4.58891 -0.19251 -3.16062  C25 1.109
57 H -5.44612 3.08565 1.61779  C27 1.118

Values from the calculation:
Gap between HOMO and LUMO ... 5.752 eV
LUMO energy ... -0.0517 Ha
HOMO energy ... -7.16 eV
2S+1 ... 1


(ii)
This record from OMol25 describes one molecule with the formula C23H26N4O3S. The level of theory is ωB97M-V/def2-TZVPD.

Each atom is followed by the atoms it is bonded to, with distances in Å.
Cartesian coordinates (Å):
1 S 1.83629 1.98158 -1.30472  C16 1.741, C18 1.831
2 O -3.18437 0.54542 0.58609  C17 1.384, C24 1.409
3 O 2.24442 0.80366 2.01997  C15 1.217
4 O -3.13601 -2.29805 0.12514  C12 1.409, C28 1.367
5 N 0.26227 3.40712 0.39840  N8 1.336, C16 1.302
6 N -0.78742 1.72926 -0.55649  C16 1.369, C21 1.367, C30 1.410
7 N 3.37065 -0.36718 0.46515  C15 1.349, C22 1.451, C27 1.445
8 N -0.98316 3.36863 0.88130  N5 1.336, C21 1.304
9 C -1.53754 -1.65700 -2.86611  C10 1.384, C14 1.385, H37 1.079
10 C -0.59484 -1.70264 -1.85345  C9 1.384, C25 1.382, H45 1.079
11 C 3.26068 -2.93151 -0.84120  C20 1.526, C23 1.526, H43 1.091, H47 1.093
12 C -4.32973 -1.70849 -0.33639  O4 1.409, H40 1.092, H49 1.090, H56 1.092
13 C -1.40578 -2.46471 1.65695  C28 1.392, C31 1.381, H48 1.079
14 C -2.22982 -0.48483 -3.12102  C9 1.385, C26 1.383, H44 1.080
15 C 2.83376 0.76923 0.95537  O3 1.217, N7 1.349, C18 1.521
16 C 0.38931 2.41913 -0.44020  S1 1.741, N5 1.302, N6 1.369
17 C -2.32504 -0.26918 1.30242  O2 1.384, C28 1.406, C29 1.389
18 C 2.97799 2.03614 0.12542  S1 1.831, C15 1.521, H34 1.089, H53 1.088
19 C -0.52427 -0.61471 2.87967  C29 1.384, C31 1.381, H32 1.077
20 C 3.32091 -1.62370 -1.62470  C11 1.526, C27 1.530, H33 1.091, H55 1.091
21 C -1.61547 2.37687 0.31814  N6 1.367, N8 1.304, C24 1.491
22 C 3.31117 -1.57873 1.26215  N7 1.451, C23 1.526, H35 1.097, H54 1.091
23 C 2.59250 -2.69616 0.51066  C11 1.526, C22 1.526, H38 1.091, H46 1.091
24 C -3.00403 1.94133 0.64292  O2 1.409, C21 1.491, H51 1.096, H57 1.098
25 C -0.34258 -0.57846 -1.08942  C10 1.382, C30 1.388, H39 1.080
26 C -1.98365 0.64800 -2.36605  C14 1.383, C30 1.387, H52 1.080
27 C 4.03605 -0.54758 -0.80454  N7 1.445, C20 1.530, H41 1.098, H50 1.088
28 C -2.33025 -1.64509 1.01528  O4 1.367, C13 1.392, C17 1.406
29 C -1.43767 0.21627 2.25483  C17 1.389, C19 1.384, H42 1.078
30 C -1.04118 0.59223 -1.34995  N6 1.410, C25 1.388, C26 1.387
31 C -0.49716 -1.96001 2.56676  C13 1.381, C19 1.381, H36 1.079
32 H 0.17338 -0.19307 3.58418  C19 1.077
33 H 3.85398 -1.76696 -2.56553  C20 1.091
34 H 2.67393 2.88908 0.73083  C18 1.089
35 H 4.33681 -1.89021 1.49610  C22 1.097
36 H 0.21840 -2.61868 3.03452  C31 1.079
37 H -1.73928 -2.53939 -3.45373  C9 1.079
38 H 1.54633 -2.42166 0.36874  C23 1.091
39 H 0.36946 -0.59559 -0.27777  C25 1.080
40 H -4.92003 -1.29820 0.48564  C12 1.092
41 H 5.07102 -0.86186 -0.61341  C27 1.098
42 H -1.43540 1.26389 2.50858  C29 1.078
43 H 2.71067 -3.68380 -1.40888  C11 1.091
44 H -2.96711 -0.45054 -3.90918  C14 1.080
45 H -0.06606 -2.62069 -1.64767  C10 1.079
46 H 2.62093 -3.60547 1.11259  C23 1.091
47 H 4.27522 -3.30656 -0.68415  C11 1.093
48 H -1.42054 -3.51347 1.40412  C13 1.079
49 H -4.88339 -2.51905 -0.81118  C12 1.090
50 H 4.05370 0.38133 -1.37018  C27 1.088
51 H -3.71328 2.33679 -0.09332  C24 1.096
52 H -2.51724 1.56792 -2.55549  C26 1.080
53 H 3.98298 2.18486 -0.26349  C18 1.088
54 H 2.79095 -1.33612 2.18993  C22 1.091
55 H 2.31158 -1.27956 -1.85612  C20 1.091
56 H -4.13677 -0.92322 -1.07059  C12 1.092
57 H -3.26543 2.35195 1.62681  C24 1.098

Values from the calculation:
Gap between HOMO and LUMO ... 8.732 eV
LUMO energy ... 0.0220 Ha
HOMO energy ... -8.13 eV
2S+1 ... 1
Structure (SMILES) ... COc1ccccc1OCc1nnc(SCC(=O)N2CCCCC2)n1-c1ccccc1


Computed relative energies in units of kJ/mol: (i) 181.1; (ii) 0.0


(i)
This record from OMol25 describes one molecule with the formula C6H13N2OP. The level of theory is ωB97M-V/def2-TZVPD.

Each atom is followed by the atoms it is bonded to, with distances in Å.
Cartesian coordinates (Å):
1 P -1.73758 -1.07791 1.85249  N3 1.589, N4 1.624
2 O 1.67398 -0.00489 1.73022  C10 1.501, H17 0.915
3 N -0.57634 -2.10194 2.21178  P1 1.589, H21 1.096
4 N -1.13306 -0.04684 0.75264  P1 1.624, C7 1.446, C8 1.456
5 C 2.55288 -0.10190 -0.59351  C10 1.536, H14 1.106, H15 1.040, H20 1.123
6 C -0.52903 0.03161 -1.48880  C8 1.609, C9 1.559, H11 0.984, H16 1.103
7 C -1.74279 1.15808 0.23525  N4 1.446, C9 1.509, H12 1.125, H18 1.064
8 C 0.04751 -0.36095 -0.03866  N4 1.456, C6 1.609, C10 1.506, H19 1.145
9 C -1.74237 0.98493 -1.26415  C6 1.559, C7 1.509, H13 1.101, H22 1.099
10 C 1.36213 0.29469 0.29250  O2 1.501, C5 1.536, C8 1.506, H23 1.135
11 H -0.74117 -0.82601 -1.92261  C6 0.984
12 H -1.09832 2.06700 0.38997  C7 1.125
13 H -2.67698 0.47996 -1.55519  C9 1.101
14 H 3.42321 0.58081 -0.61699  C5 1.106
15 H 2.22391 -0.10728 -1.57972  C5 1.040
16 H 0.21789 0.63904 -2.02698  C6 1.103
17 H 1.93274 -0.87148 1.86630  O2 0.915
18 H -2.69066 1.38871 0.65972  C7 1.064
19 H -0.00705 -1.49741 0.08700  C8 1.145
20 H 2.79193 -1.15626 -0.28808  C5 1.123
21 H -1.03891 -2.75954 2.95615  N3 1.096
22 H -1.71246 1.86980 -1.91442  C9 1.099
23 H 1.20050 1.41777 0.25510  C10 1.135

Values from the calculation:
Gap between HOMO and LUMO ... 9.888 eV
LUMO energy ... 0.0303 Ha
HOMO energy ... -9.06 eV
2S+1 ... 1
Structure (SMILES) ... [H]/N=P/N1CCC[C@H]1[C@H](C)O


(ii)
This record from OMol25 describes a 2-piece molecular cluster, C6H13N2OP overall. The level of theory is ωB97M-V/def2-TZVPD.

Each atom is followed by the atoms it is bonded to, with distances in Å.
Cartesian coordinates (Å):
1 P 2.78404 0.71946 -0.69313  O2 1.605, C7 1.855
2 O 3.04402 0.31795 0.83921  P1 1.605, C5 1.413
3 N -0.88122 -0.47743 -0.16551  N4 1.316, C8 1.311
4 N 0.04479 0.45722 -0.13163  N3 1.316, C10 1.461
5 C 2.53795 -0.81276 1.51914  O2 1.413, H12 1.089, H19 1.093, H21 1.093
6 C -2.09605 1.50154 -0.01307  C8 1.519, C10 1.538, H14 1.094, H20 1.093
7 C 2.52301 -0.92742 -1.50526  P1 1.855, H13 1.087, H16 1.090, H18 1.093
8 C -2.10556 -0.01544 -0.08304  N3 1.311, C6 1.519, C9 1.476
9 C -3.31669 -0.84372 0.07927  C8 1.476, H15 1.086, H17 1.093, H22 1.090
10 C -0.58653 1.77491 -0.11764  N4 1.461, C6 1.538, H11 1.096, H23 1.094
11 H -0.32058 2.30875 -1.03683  C10 1.096
12 H 2.76635 -0.65888 2.57296  C5 1.089
13 H 2.39888 -0.76991 -2.57341  C7 1.087
14 H -2.51694 1.85578 0.93296  C6 1.094
15 H -3.05653 -1.89849 0.08080  C9 1.086
16 H 1.62169 -1.39204 -1.10663  C7 1.090
17 H -3.80992 -0.59514 1.02274  C9 1.093
18 H 3.38321 -1.58185 -1.34352  C7 1.093
19 H 3.01297 -1.73519 1.17429  C5 1.093
20 H -2.67052 1.95116 -0.82682  C6 1.093
21 H 1.45642 -0.87479 1.37210  C5 1.093
22 H -4.02949 -0.64706 -0.72218  C9 1.090
23 H -0.18331 2.34335 0.72521  C10 1.094

Values from the calculation:
Gap between HOMO and LUMO (spin up / spin down) ... 9.178 / 5.391 eV
LUMO energy (spin up / spin down) ... 0.0294 / -0.0246 Ha
HOMO energy (spin up / spin down) ... -8.38 / -6.06 eV
2S+1 ... 1


Computed relative energies in units of kJ/mol: (i) 0.0; (ii) 198.6